Record 1
Computed, not measured: a structure of composition C34H61BN2O7S2, with ωB97M-V/def2-TZVPD.

Cartesian coordinates (Å):
1 C 4.17877 -1.23792 1.35150
2 C 5.02413 -0.33059 0.44763
3 C 4.19674 0.76888 -0.21780
4 C 3.54496 1.71128 0.78832
5 C 2.68684 2.77476 0.09379
6 C 1.74477 3.51479 1.06339
7 C 0.34365 2.95991 1.08904
8 C 0.06301 1.63786 0.97159
9 C -1.27440 1.11879 1.02583
10 B -1.59959 -0.43516 0.93452
11 O -1.75665 -1.14384 2.11414
12 O -1.70482 -1.06831 -0.27632
13 C -0.55049 -1.79638 -0.71265
14 C -0.16150 -2.99128 0.16269
15 C -2.33285 1.95731 1.17279
16 S -3.98467 1.29383 1.21859
17 C -2.10532 3.35893 1.30713
18 N -3.00818 4.31553 1.48585
19 S -2.18539 5.69865 1.60171
20 N -0.68295 5.16583 1.42717
21 C -0.75920 3.84577 1.26695
22 H 4.10566 -0.82512 2.35535
23 H 3.17040 -1.31855 0.94162
24 H 4.59623 -2.23993 1.40428
25 H 5.47256 -0.93910 -0.33909
26 H 5.84916 0.11148 1.00862
27 H 3.40614 0.28248 -0.79516
28 H 4.83080 1.35346 -0.88544
29 H 2.91293 1.15204 1.47887
30 H 4.31345 2.22928 1.36579
31 H 2.08381 2.31103 -0.68431
32 H 3.35185 3.51222 -0.35359
33 H 2.14490 3.44430 2.07954
34 H 1.70865 4.57545 0.83062
35 H 0.88006 0.93900 0.84957
36 H -1.04347 -0.91627 2.72278
37 H -0.79301 -2.16937 -1.70481
38 H 0.31146 -1.13510 -0.84778
39 H 0.05529 -3.84500 -0.47572
40 H -0.97264 -3.28320 0.82220
41 H 0.73123 -2.78662 0.75278
42 H -4.24175 1.32166 -0.09709
43 C -1.37580 -8.19633 0.42312
44 C -1.63806 -8.45503 -1.05930
45 C -1.91054 -7.04653 -1.57167
46 O -1.12934 -6.16813 -0.76073
47 C -0.62374 -6.87287 0.37468
48 H -0.80673 -8.98475 0.91320
49 H -2.32109 -8.07530 0.95631
50 H -0.74350 -8.86448 -1.53342
51 H -2.46549 -9.13771 -1.24668
52 H -2.96764 -6.78201 -1.46106
53 H -1.62811 -6.90877 -2.61598
54 H 0.45168 -7.03297 0.24099
55 H -0.77281 -6.26199 1.26581
56 C -2.10364 -2.56863 6.35672
57 C -0.93931 -1.93033 7.11163
58 C 0.20136 -2.88382 6.77842
59 O -0.07361 -3.39736 5.47460
60 C -1.41300 -3.06782 5.09527
61 H -2.91997 -1.88052 6.14307
62 H -2.50515 -3.40899 6.92698
63 H -0.73159 -0.93570 6.71047
64 H -1.10905 -1.83572 8.18307
65 H 0.23935 -3.71838 7.48704
66 H 1.17710 -2.39649 6.76819
67 H -1.37925 -2.29369 4.32578
68 H -1.88940 -3.94948 4.66601
69 C 0.13145 0.19274 -4.98798
70 C 0.46253 1.52608 -4.31829
71 C 1.35833 1.07491 -3.17334
72 O 2.04193 -0.09192 -3.62755
73 C 1.44681 -0.55916 -4.84174
74 H -0.18521 0.28509 -6.02510
75 H -0.65671 -0.32114 -4.43552
76 H 1.01905 2.16737 -5.00556
77 H -0.41365 2.07491 -3.97423
78 H 0.75924 0.81142 -2.29161
79 H 2.09203 1.82696 -2.88008
80 H 2.12511 -0.33986 -5.67357
81 H 1.31448 -1.63939 -4.77929
82 C -4.38302 -1.24158 -7.73927
83 C -4.07660 0.10476 -7.08579
84 C -3.15913 -0.31354 -5.94433
85 O -2.45082 -1.46684 -6.39696
86 C -3.04665 -1.96011 -7.59855
87 H -4.71089 -1.16362 -8.77473
88 H -5.15647 -1.76606 -7.17442
89 H -3.54034 0.74823 -7.78692
90 H -4.96027 0.63926 -6.74098
91 H -3.73509 -0.58191 -5.05182
92 H -2.44559 0.46271 -5.67209
93 H -2.38443 -1.73226 -8.44098
94 H -3.14827 -3.04308 -7.52307
95 C 0.82482 8.10886 3.45091
96 C 1.92674 9.03264 2.93626
97 C 3.17191 8.37938 3.52330
98 O 2.89702 6.98081 3.59097
99 C 1.50186 6.74817 3.36383
100 H -0.09566 8.15630 2.86989
101 H 0.58615 8.35153 4.48880
102 H 1.96177 9.00372 1.84506
103 H 1.81086 10.07027 3.24616
104 H 3.37390 8.75127 4.53406
105 H 4.06341 8.53589 2.91459
106 H 1.37216 6.30893 2.37480
107 H 1.13405 6.03931 4.10770

The HOMO energy is -8.817 eV. The value obtained for the molecular weight is 684.82 g mol⁻¹. The total energy is -2789.53179 Eh.

Mulliken population analysis, charges in e, atoms 1 to 2:
1 C -0.814
2 C -0.745

=====

Record 2
Computed, not measured: a cluster of 10 separate species, C34H61Cl6N7 in total, with ωB97M-V/def2-TZVPD.

Cartesian coordinates (Å):
1 C 21.07129 -28.15002 5.92235
2 C 19.77335 -27.47037 5.53695
3 C 19.93029 -26.29750 4.56646
4 C 20.38614 -25.09991 5.27970
5 N 20.75555 -24.16382 5.82440
6 H 21.53884 -28.51480 5.00289
7 H 20.86841 -29.04841 6.50453
8 H 21.74020 -27.45303 6.42130
9 H 19.25668 -27.07310 6.41681
10 H 19.08036 -28.20642 5.11987
11 H 18.94203 -26.04327 4.18252
12 H 20.64898 -26.46133 3.76626
13 C 25.18282 -29.37940 5.49975
14 C 25.37121 -29.11962 4.00603
15 C 26.76132 -29.51029 3.50303
16 C 27.83837 -28.81519 4.18834
17 N 28.67472 -28.27520 4.75358
18 H 25.92928 -28.85424 6.09139
19 H 25.25087 -30.45549 5.69889
20 H 24.17220 -29.10346 5.79794
21 H 25.14638 -28.06316 3.84289
22 H 24.64877 -29.71733 3.44848
23 H 26.83704 -29.37015 2.42439
24 H 26.91408 -30.57593 3.70548
25 C 22.49998 -24.16992 -2.09098
26 C 22.94678 -24.38410 -3.53079
27 C 23.57697 -25.75139 -3.80400
28 C 22.62078 -26.82944 -3.49191
29 N 21.87142 -27.65580 -3.24328
30 H 21.60368 -24.73235 -1.80507
31 H 22.22279 -23.12576 -1.93556
32 H 23.25449 -24.44257 -1.34763
33 H 23.67573 -23.60354 -3.75559
34 H 22.09104 -24.25625 -4.19643
35 H 24.47934 -25.90365 -3.21220
36 H 23.75670 -25.85380 -4.87612
37 C 25.16388 -27.33413 -0.26609
38 C 23.89564 -28.16621 -0.39385
39 C 23.72580 -29.15476 0.75057
40 C 22.97026 -28.57054 1.84752
41 N 22.32715 -28.06334 2.64865
42 H 25.12547 -26.70646 0.63447
43 H 25.19396 -26.55953 -1.02839
44 H 26.02549 -27.99111 -0.22573
45 H 23.83018 -28.61300 -1.38868
46 H 23.02090 -27.50389 -0.42483
47 H 24.72069 -29.44118 1.10332
48 H 23.21777 -30.07778 0.48191
49 C 29.27548 -22.52697 -2.65327
50 C 30.13413 -23.75776 -2.69614
51 C 29.38038 -25.08685 -2.89640
52 C 28.02832 -25.10265 -2.34121
53 N 26.98247 -25.14695 -1.87697
54 H 29.91631 -21.64226 -2.67593
55 H 28.68103 -22.47779 -1.74089
56 H 28.62418 -22.42474 -3.52234
57 H 30.75348 -23.85876 -1.80399
58 H 30.84435 -23.65895 -3.52092
59 H 29.96741 -25.89186 -2.44727
60 H 29.26673 -25.33310 -3.95718
61 C 19.42446 -32.36477 4.80901
62 C 19.58046 -32.34662 3.28368
63 C 20.92953 -31.72923 2.88322
64 C 21.00408 -31.46302 1.45118
65 N 21.01584 -31.19489 0.34235
66 H 19.83061 -31.46590 5.28240
67 H 19.97418 -33.20276 5.23901
68 H 18.37217 -32.40631 5.08430
69 H 18.76610 -31.77321 2.83883
70 H 19.48063 -33.37899 2.94913
71 H 21.72335 -32.39475 3.22142
72 H 21.08938 -30.77015 3.38170
73 C 22.07346 -34.93347 1.03345
74 C 22.92616 -34.37173 -0.08408
75 C 24.30169 -33.88921 0.40503
76 C 24.19533 -32.79418 1.36548
77 N 24.15206 -31.91287 2.08922
78 H 21.14296 -35.34512 0.64685
79 H 21.87476 -34.15385 1.76636
80 H 22.58376 -35.77441 1.51212
81 H 22.43059 -33.52618 -0.56495
82 H 23.11853 -35.12946 -0.84563
83 H 24.87398 -33.51568 -0.44390
84 H 24.83269 -34.72082 0.87025
85 Cl 27.42021 -26.30320 2.13251
86 C 28.60462 -25.26649 2.97905
87 C 28.42415 -23.86762 2.45477
88 Cl 29.35112 -22.68160 3.39187
89 H 29.59881 -25.67652 2.82473
90 H 28.39218 -25.35106 4.04168
91 H 27.37333 -23.60607 2.52593
92 H 28.76353 -23.79503 1.42693
93 Cl 31.10089 -27.53698 -0.56473
94 C 29.52786 -28.34096 -0.78891
95 C 29.49649 -29.56883 0.11930
96 Cl 28.21664 -30.71190 -0.41940
97 H 29.32135 -28.61795 -1.81685
98 H 28.76962 -27.63941 -0.43912
99 H 29.31698 -29.32261 1.15957
100 H 30.42079 -30.13197 0.02243
101 Cl 19.65296 -25.14461 1.30545
102 C 19.97331 -26.49996 0.17967
103 C 19.41212 -27.80299 0.67220
104 Cl 17.64067 -27.85102 0.48839
105 H 21.05376 -26.58023 0.07653
106 H 19.54528 -26.22552 -0.77946
107 H 19.62640 -27.94744 1.72556
108 H 19.86792 -28.60033 0.08589

Its SMILES is CCCC#N.CCCC#N.CCCC#N.CCCC#N.CCCC#N.CCCC#N.CCCC#N.ClCCCl.ClCCCl.ClCCCl. The HOMO energy is -10.408 eV. The value obtained for the molecular weight is 780.63 g mol⁻¹. The total energy is -4476.53455 Eh. The value obtained for the energy above the lowest of the compared OMol25 structures with the same formula, charge and spin is 0.0 kcal per mole.

Mulliken population analysis, charges in e, atoms 1 to 2:
1 C -0.760
2 C -0.642